Here is an isolated ion of composition C10H19F4S and charge +1 from the OMol25 dataset. Energies are from ωB97M-V with the def2-TZVPD basis set.

Summary:
Electronic energy   -1189.75140 a.u.
2S+1   1
Charge   +1
HOMO level   -13.74 eV
Lowest unoccupied orbital energy   -0.1371 Eh

Cartesian coordinates (Å):
1 C 3.2602 -1.7294 0.7490
2 C 3.4524 -0.9464 -0.5720
3 C 2.2409 -0.1487 -1.0332
4 C 1.6288 0.7133 0.0964
5 C 0.8861 1.9421 -0.4382
6 C -0.6198 1.9915 -0.0997
7 C -0.9629 1.5827 1.3358
8 C -1.3975 0.1310 1.6002
9 S -1.5790 -0.8943 0.1235
10 C -3.3815 -1.1632 -0.1834
11 F -4.0833 -0.4524 0.6432
12 F -3.6851 -2.4150 -0.0135
13 C -3.7631 -0.7611 -1.6132
14 F -3.6543 0.5599 -1.7040
15 F -2.9766 -1.3543 -2.4755
16 H 2.2982 -1.5693 1.2207
17 H 3.3264 -2.7918 0.5422
18 H 4.0547 -1.5093 1.4456
19 H 3.6943 -1.6642 -1.3476
20 H 4.3070 -0.2982 -0.4497
21 H 2.5726 0.5193 -1.8161
22 H 1.4516 -0.8032 -1.3944
23 H 1.0102 0.0506 0.6905
24 H 2.4670 1.0590 0.6879
25 H 0.9564 1.9865 -1.5166
26 H 1.3211 2.8640 -0.0807
27 H -0.9040 3.0291 -0.1991
28 H -1.1685 1.4706 -0.8818
29 H -0.0948 1.7708 1.9513
30 H -1.7245 2.2516 1.7039
31 H -2.3241 0.1177 2.1554
32 H -0.6870 -0.3671 2.2438
33 H -1.1255 -2.1325 0.4182
34 H -4.7961 -1.0393 -1.7889